Formula: C15H35BNO4
Source: the Open Molecules 2025 dataset
Level of theory: ωB97M-V/def2-TZVPD

Structure (XYZ):
```
56
Properties=species:S:1:pos:R:3:mulliken_charge:R:1
N 0.681 -1.738 -4.097 -0.5174
C 0.673 -0.479 -4.930 0.3671
C -0.660 0.460 -4.780 -0.7969
B -2.093 -0.305 -5.046 0.5818
O -3.252 0.552 -5.426 -0.5627
O -2.294 -1.760 -4.879 -0.5749
C 1.973 0.469 -4.481 0.0361
O 2.631 1.208 -5.415 -0.7028
O 2.446 0.595 -3.083 -0.6828
H -0.065 -1.760 -3.369 0.1496
H 0.645 -2.601 -4.692 0.2377
H 0.874 -0.817 -6.057 0.3036
H -0.573 1.298 -5.626 0.2227
H -0.590 1.030 -3.752 0.3201
H -3.249 1.358 -4.797 0.3100
H -3.082 -1.921 -4.265 0.2906
C 2.958 5.207 1.858 -1.1973
C 2.043 4.094 2.346 -0.3390
C 2.701 2.712 2.314 -0.7335
C 3.114 2.213 0.926 -0.7942
C 1.986 2.135 -0.107 -0.2154
C 0.886 1.157 0.278 -1.0847
H 3.243 5.067 0.812 0.2921
H 2.450 6.173 1.938 0.3722
H 3.870 5.254 2.462 0.2849
H 1.120 4.094 1.757 0.2449
H 1.748 4.314 3.379 0.3720
H 2.017 1.988 2.773 0.2773
H 3.592 2.729 2.954 0.3955
H 3.563 1.218 1.036 0.3707
H 3.908 2.857 0.528 0.3525
H 2.414 1.816 -1.065 0.2412
H 1.553 3.125 -0.278 0.2275
H 1.290 0.149 0.413 0.3091
H 0.128 1.114 -0.510 0.2671
H 0.385 1.455 1.203 0.3651
C -1.447 -3.981 4.524 -1.2065
C -1.191 -2.622 3.890 -0.3203
C -2.444 -1.997 3.271 -0.6922
C -3.069 -2.785 2.116 -0.7597
C -2.141 -3.060 0.929 -0.4196
C -1.659 -1.794 0.238 -0.7342
H -1.779 -4.716 3.785 0.2823
H -0.529 -4.362 4.981 0.3773
H -2.209 -3.908 5.306 0.2891
H -0.396 -2.710 3.142 0.2616
H -0.811 -1.944 4.663 0.3546
H -2.198 -0.984 2.930 0.2880
H -3.202 -1.873 4.054 0.4010
H -3.948 -2.234 1.757 0.3620
H -3.450 -3.743 2.491 0.3077
H -2.684 -3.670 0.197 0.3528
H -1.279 -3.657 1.247 0.2488
H -2.504 -1.202 -0.126 0.3209
H -1.031 -2.051 -0.621 0.2448
H -1.062 -1.169 0.908 0.0516
```

Computed properties:
Net charge   -1
Frontier orbital gap   6.13 eV
Highest occupied orbital energy   -0.1402 Ha

=====

Formula: C15H35ClN5O9
Source: the Open Molecules 2025 dataset
Level of theory: ωB97M-V/def2-TZVPD

Structure (XYZ):
```
65
Properties=species:S:1:pos:R:3:mulliken_charge:R:1
Cl 8.125 12.457 14.778 1.7170
O 9.100 11.556 14.226 -0.6356
O 6.979 11.675 15.210 -0.8139
O 8.743 13.094 15.917 -0.7067
O 7.706 13.380 13.810 -0.5192
C 9.503 16.418 12.678 -0.9080
C 10.888 15.944 12.840 0.7617
O 11.774 16.471 12.132 -0.7520
N 10.967 14.858 13.615 0.2250
C 12.168 14.128 14.141 -1.1244
H 8.781 15.614 12.820 0.1373
H 9.416 16.905 11.707 0.3195
H 9.210 17.223 13.353 0.3164
H 10.095 14.768 14.116 -0.0087
H 12.639 13.604 13.309 0.3375
H 11.875 13.405 14.903 0.3498
H 13.003 14.788 14.372 0.3660
C 10.867 12.584 7.937 -1.1491
C 10.267 11.618 8.912 0.7626
O 10.262 10.423 8.653 -0.6724
N 9.595 12.023 9.954 0.1393
C 9.667 13.436 10.404 -1.1015
H 11.514 13.297 8.449 0.3246
H 10.352 13.219 7.216 0.2903
H 11.590 11.940 7.436 0.3248
H 9.199 11.318 10.560 0.0774
H 10.585 13.757 10.895 0.5088
H 8.902 13.689 11.138 0.0550
H 9.283 14.089 9.621 0.3919
C 5.185 19.044 17.041 -1.1213
C 5.640 17.887 16.315 0.7006
O 5.110 17.554 15.287 -0.6310
N 6.739 17.253 16.704 -0.2019
C 7.325 16.111 15.997 -0.7361
H 4.493 18.636 17.778 0.2760
H 4.559 19.742 16.485 0.3231
H 6.011 19.541 17.551 0.3065
H 6.894 17.336 17.698 0.2355
H 8.393 15.967 16.156 0.2998
H 7.291 16.235 14.915 0.1719
H 6.717 15.284 16.365 0.3614
C 12.505 10.899 15.865 -0.8599
C 13.350 9.646 16.266 0.5843
O 13.019 8.891 17.152 -0.6338
N 14.426 9.383 15.533 -0.1953
C 15.444 8.464 15.861 -0.8901
H 12.728 11.662 16.610 0.3482
H 11.419 10.796 15.868 0.3131
H 12.749 11.376 14.916 0.1937
H 14.641 9.967 14.738 0.2607
H 16.211 8.426 15.087 0.3427
H 15.160 7.419 15.988 0.2694
H 15.930 8.730 16.799 0.2746
C 7.806 8.348 12.645 -1.0841
C 7.177 9.442 11.711 0.7024
O 7.177 9.246 10.500 -0.6473
N 6.538 10.462 12.317 -0.0535
C 5.841 11.510 11.598 -0.8455
H 7.404 7.390 12.316 0.3245
H 7.616 8.537 13.701 0.3228
H 8.889 8.390 12.534 0.2506
H 6.520 10.435 13.327 0.1946
H 5.396 11.113 10.685 0.3542
H 6.482 12.301 11.209 0.1266
H 5.097 12.049 12.184 0.3493
```

Computed properties:
ΔE to the lowest compared entry with this formula, charge and spin   48.6 kcal per mole
Net charge   -1
Frontier orbital gap   9.18 eV
Highest occupied orbital energy   -0.2483 Ha

=====

Formula: C15H35CoF3N2O5
Source: the Open Molecules 2025 dataset
Level of theory: ωB97M-V/def2-TZVPD

Structure (XYZ):
```
61
Properties=species:S:1:pos:R:3:mulliken_charge:R:1
Co -0.711 0.054 0.420 0.7005
C 2.235 2.217 -3.486 0.1683
O 3.556 2.279 -3.029 -0.3162
O 1.521 1.904 -2.325 -0.2889
C 1.841 3.339 -4.435 0.7601
F 2.305 4.522 -4.088 -0.2606
F 2.346 3.130 -5.632 -0.2461
F 0.550 3.406 -4.539 -0.2502
C 4.660 2.205 -3.947 -0.1800
C 5.954 2.347 -3.078 -1.2276
H 5.806 3.176 -2.386 0.3121
H 6.122 1.492 -2.424 0.3074
H 6.946 2.510 -3.500 0.3745
H 4.602 3.106 -4.558 0.2844
H 4.675 1.285 -4.531 0.3021
H 2.173 1.303 -4.076 0.2543
C -3.134 -4.288 3.929 -1.2553
C -2.179 -3.071 4.193 0.4389
C -0.843 -3.345 4.961 -1.2535
O -1.993 -2.323 2.993 -0.8038
H -2.878 -4.881 3.051 0.2913
H -4.168 -3.990 3.756 0.2941
H -3.177 -4.961 4.786 0.3456
H -2.723 -2.582 5.002 0.0429
H -0.492 -2.357 5.256 0.2991
H -0.144 -3.991 4.430 0.2887
H -0.866 -3.717 5.985 0.3942
C -0.020 -4.406 -2.549 -1.3790
C -0.021 -3.419 -1.370 0.3181
C 1.450 -2.911 -1.179 -0.8690
O 1.472 -1.912 -0.183 -0.1076
C 2.751 -1.500 0.225 -0.8390
N -0.941 -2.300 -1.618 -0.4985
H -1.041 -4.436 -2.928 0.3970
H -0.054 -5.470 -2.315 0.3841
H 0.650 -4.232 -3.391 0.3211
H -0.365 -3.893 -0.451 0.3731
H 1.842 -2.596 -2.146 0.3569
H 2.068 -3.707 -0.763 0.3394
H 3.422 -2.255 0.636 0.2916
H 2.701 -0.694 0.957 0.2347
H 3.190 -1.034 -0.657 0.3559
H -0.846 -1.953 -2.562 0.1943
H -1.850 -2.716 -1.762 0.2359
C -4.553 3.874 0.884 -1.5128
C -3.081 3.290 0.861 0.3317
C -2.439 3.230 2.268 -0.8940
O -1.242 2.433 2.092 -0.1873
C -0.545 2.295 3.373 -0.8623
N -3.189 1.959 0.288 -0.4457
H -5.078 3.722 -0.059 0.3772
H -4.582 4.948 1.069 0.4106
H -5.171 3.585 1.734 0.3776
H -2.579 3.903 0.112 0.3063
H -3.157 2.714 2.906 0.4014
H -2.323 4.229 2.689 0.3937
H -1.194 1.904 4.156 0.3354
H -0.287 3.278 3.765 0.3586
H 0.447 1.869 3.225 0.2820
H -3.925 1.359 0.633 0.1951
H -3.493 2.069 -0.669 0.2467
```

Computed properties:
ΔE to the lowest compared entry with this formula, charge and spin   218.8 kcal per mole
Spin multiplicity   4
Net charge   0
Frontier orbital gap (spin up / spin down)   4.37 / 2.14 eV
Highest occupied orbital energy (spin up / spin down)   -0.1862 / -0.1862 Ha

=====

Formula: C15H35F3O10PS
Source: the Open Molecules 2025 dataset
Level of theory: ωB97M-V/def2-TZVPD

Structure (XYZ):
```
65
Properties=species:S:1:pos:R:3:mulliken_charge:R:1
O -0.215 0.260 0.732 -0.5439
S 0.112 1.000 -0.447 1.2590
O -0.758 0.854 -1.583 -0.7351
C 0.344 2.760 -0.099 -0.2041
O 0.864 2.895 1.145 -0.4643
P 0.712 4.667 1.546 0.1960
O 2.229 4.620 2.427 -0.6229
O -0.796 4.650 0.644 -0.3673
C -0.979 3.486 -0.120 1.0297
C -1.475 3.855 -1.506 -1.0667
O -2.807 4.321 -1.476 -0.4016
C -3.713 3.252 -1.498 -0.0794
O -4.839 3.566 -0.754 -0.4386
C -4.914 2.892 0.482 -0.0797
C -5.013 1.368 0.356 -0.6636
O -3.902 0.710 0.961 -0.4154
C 1.813 0.403 -0.942 0.6169
F 1.867 0.265 -2.295 -0.2309
F 2.096 -0.774 -0.382 -0.2340
F 2.744 1.328 -0.563 -0.2424
H 0.992 3.128 -0.906 0.2665
H 0.026 4.312 2.743 -0.1117
H 0.599 6.067 1.812 -0.0480
H 1.459 4.918 0.344 -0.1094
H 2.512 3.712 2.444 0.2752
H -1.756 2.903 0.381 -0.2733
H -0.853 4.665 -1.869 0.4235
H -1.365 3.030 -2.206 0.4318
H -3.206 2.367 -1.117 0.0300
H -4.027 3.063 -2.524 0.3328
H -5.808 3.271 0.963 0.3596
H -4.077 3.124 1.133 0.2323
H -5.893 0.996 0.858 0.3461
H -5.047 1.123 -0.701 0.3433
H -3.233 0.543 0.304 0.2141
C 3.992 -4.181 -4.735 -0.9980
C 4.987 -4.296 -3.592 -0.3304
O 5.954 -3.265 -3.560 -0.4265
C 5.450 -1.948 -3.420 -0.5604
C 4.643 -1.722 -2.154 -0.7007
H 4.513 -4.160 -5.693 0.2904
H 3.313 -5.034 -4.725 0.3843
H 3.387 -3.277 -4.662 0.2366
H 5.559 -5.219 -3.700 0.3374
H 4.462 -4.361 -2.632 0.3035
H 4.865 -1.667 -4.303 0.3039
H 6.330 -1.305 -3.412 0.3542
H 3.746 -2.340 -2.122 0.2585
H 4.332 -0.682 -2.080 0.2444
H 5.245 -1.963 -1.277 0.2948
C -0.957 -4.868 4.099 -1.0282
C -1.968 -3.877 4.653 -0.2988
O -1.529 -2.538 4.644 -0.4537
C -1.211 -1.995 3.368 -0.2897
C -2.372 -1.997 2.391 -0.7466
H -0.019 -4.803 4.651 0.2760
H -1.344 -5.885 4.185 0.3902
H -0.740 -4.683 3.047 0.2609
H -2.163 -4.108 5.702 0.3392
H -2.925 -3.974 4.126 0.2853
H -0.343 -2.509 2.941 0.2696
H -0.901 -0.969 3.556 0.2517
H -2.713 -3.009 2.160 0.2926
H -2.069 -1.523 1.459 0.1610
H -3.217 -1.444 2.799 0.2736
```

Computed properties:
Net charge   -1
Frontier orbital gap   7.71 eV
Highest occupied orbital energy   -0.1967 Ha

=====

Formula: C15H35HgN3OSiV
Source: the Open Molecules 2025 dataset
Level of theory: ωB97M-V/def2-TZVPD

Structure (XYZ):
```
57
Properties=species:S:1:pos:R:3:mulliken_charge:R:1
N -2.410 0.583 -0.335 -0.7247
C -3.425 1.162 0.052 0.9653
O -4.422 1.710 0.384 -0.4101
Hg -1.023 -1.603 -3.358 0.6513
V -0.594 0.004 -0.405 0.6681
N 0.302 1.414 -1.169 0.6352
N -0.500 -1.867 -1.268 0.1139
C 0.018 2.873 -1.119 0.6251
C -1.344 -2.956 -0.673 0.4883
C -0.962 3.194 -2.247 -1.3781
C 1.289 3.711 -1.289 -1.3500
C -0.608 3.254 0.212 -1.1446
C -1.149 -4.276 -1.427 -1.3033
C -0.984 -3.216 0.788 -1.1707
C -2.810 -2.553 -0.763 -1.5278
H -0.515 2.984 -3.227 0.3397
H -1.233 4.258 -2.208 0.4638
H -1.878 2.596 -2.145 0.2906
H 2.052 3.431 -0.551 0.2808
H 1.036 4.768 -1.132 0.4635
H 1.715 3.626 -2.295 0.4067
H -1.589 2.798 0.356 0.0210
H -0.745 4.345 0.218 0.6139
H 0.055 2.989 1.044 -0.0721
H -1.380 -4.184 -2.497 0.3372
H -1.830 -5.031 -1.007 0.4722
H -0.126 -4.660 -1.329 0.3432
H 0.058 -3.536 0.910 0.3582
H -1.624 -4.031 1.154 0.5505
H -1.158 -2.349 1.431 0.1093
H -3.018 -1.596 -0.272 0.1515
H -3.416 -3.332 -0.278 0.4821
H -3.147 -2.470 -1.805 0.3727
C 0.948 -2.210 -1.194 -0.4545
H 1.512 -1.462 -0.608 -0.2352
H 1.121 -3.198 -0.742 0.3802
H 1.415 -2.244 -2.195 0.4136
C 1.266 1.052 -2.211 -1.0384
H 2.302 0.978 -1.832 0.2914
H 1.019 0.093 -2.689 0.1318
H 1.252 1.802 -3.016 0.4352
C 2.633 -1.068 1.659 -1.0411
Si 1.420 0.169 2.392 0.0771
C 1.214 -0.245 4.215 -1.1158
C 2.159 1.890 2.186 -0.7940
C -0.303 0.140 1.607 -0.6192
H 3.438 -1.252 2.388 0.4406
H 3.102 -0.685 0.742 0.3512
H 2.166 -2.035 1.435 0.2886
H 2.093 0.064 4.797 0.3366
H 0.336 0.269 4.628 0.3742
H 1.075 -1.325 4.358 0.3385
H 2.390 2.119 1.137 0.0087
H 1.494 2.669 2.579 0.3537
H 3.101 1.945 2.753 0.4667
H -0.961 -0.612 2.084 0.9152
H -0.826 1.106 1.777 0.5723
```

Computed properties:
Spin multiplicity   2
Net charge   +2
Frontier orbital gap (spin up / spin down)   6.59 / 6.80 eV
Highest occupied orbital energy (spin up / spin down)   -0.5736 / -0.5961 Ha

=====

Formula: C15H35N2O8S
Source: the Open Molecules 2025 dataset
Level of theory: ωB97M-V/def2-TZVPD

Structure (XYZ):
```
61
Properties=species:S:1:pos:R:3:mulliken_charge:R:1
N 1.603 0.359 -1.633 -0.5260
S 0.078 0.797 -1.253 0.6709
C -0.318 2.161 -2.320 -0.6808
C 0.796 3.208 -2.509 -0.3691
O 0.293 4.519 -2.347 -0.5280
N 0.240 1.538 0.229 -0.5096
C -0.808 1.676 0.882 0.7534
O -1.725 1.795 1.536 -0.2679
H 2.303 0.770 -1.015 0.3170
H 1.662 -0.652 -1.541 0.3330
H -1.144 2.647 -1.801 0.3946
H -0.681 1.709 -3.240 0.5592
H 1.550 3.081 -1.736 0.2518
H 1.250 3.110 -3.492 0.3193
H -0.435 4.664 -2.963 0.3282
C 3.649 1.021 8.667 -0.7774
O 3.053 1.488 7.475 -0.2886
C 3.975 2.086 6.584 -0.5933
C 3.552 1.884 5.149 -0.2969
O 3.770 0.573 4.650 -0.4541
C 2.912 -0.464 5.089 -0.4134
C 1.530 -0.429 4.481 -0.4605
O 0.723 0.576 5.069 -0.3002
C -0.238 1.094 4.194 -0.7087
H 4.020 1.849 9.280 0.3329
H 2.886 0.484 9.225 0.2340
H 4.476 0.335 8.453 0.3437
H 4.978 1.668 6.725 0.3548
H 4.018 3.165 6.786 0.3951
H 4.185 2.524 4.532 0.4013
H 2.516 2.201 5.005 0.1093
H 2.853 -0.507 6.178 0.1612
H 3.390 -1.384 4.745 0.4145
H 1.050 -1.404 4.642 0.4306
H 1.624 -0.260 3.399 0.2244
H 0.238 1.477 3.278 0.0795
H -0.732 1.926 4.691 0.3589
H -0.988 0.334 3.937 0.3933
C -1.389 -1.538 -7.532 -0.7830
O -2.341 -1.507 -6.489 -0.2500
C -3.402 -2.433 -6.685 -0.5725
C -3.942 -2.945 -5.372 -0.3035
O -3.108 -3.893 -4.723 -0.4493
C -1.935 -3.431 -4.091 -0.4438
C -2.174 -2.700 -2.790 -0.4797
O -2.663 -1.383 -3.016 -0.2174
C -3.492 -0.923 -1.972 -0.8445
H -1.814 -1.176 -8.474 0.3321
H -0.566 -0.887 -7.245 0.2184
H -0.998 -2.550 -7.681 0.3486
H -3.061 -3.282 -7.287 0.3657
H -4.215 -1.930 -7.224 0.3905
H -4.860 -3.491 -5.593 0.3896
H -4.202 -2.118 -4.708 0.1020
H -1.324 -2.828 -4.768 0.1809
H -1.372 -4.335 -3.850 0.4063
H -1.219 -2.635 -2.246 0.2998
H -2.882 -3.269 -2.179 0.3852
H -4.311 -1.621 -1.775 0.3979
H -3.920 0.028 -2.285 0.2557
H -2.916 -0.775 -1.046 0.2845
```

Computed properties:
Net charge   +1
Frontier orbital gap   7.20 eV
Highest occupied orbital energy   -0.4066 Ha

=====

Calculated E_tot in order - -973.1426; -2003.5409; -2760.2083; -2384.0240; -2218.3114; -1701.7216 a.u.